# 1
16
Properties=species:S:1:pos:R:3 method="wB97M-V/def2-TZVPD" e_lumo_ev=0.820 de_lowest_kcal_mol=12.12 smiles="CC=O.CCS" total_energy_ha=-631.80537 homo_lumo_gap_ev=9.99 homo_energy_ev=-9.17
S 1.7711 -0.3540 -0.1408
O -2.7396 -0.4430 0.6846
C -1.6967 0.5061 2.6260
C 1.0950 0.7791 -1.4379
C -1.8216 -0.4105 1.4597
C 1.3681 0.2845 -2.8244
H 2.4081 -0.0314 -2.9400
H 1.1887 1.0620 -3.5736
H -2.5401 1.1595 2.8102
H 1.5500 1.7379 -1.2211
H 0.9404 -1.3782 -0.3486
H 0.0351 0.7829 -1.2172
H -1.5100 -0.0593 3.5452
H -0.9393 -1.0665 1.3299
H 0.7620 -0.5825 -3.1034
H -0.8039 1.1199 2.5002

# 2
14
Properties=species:S:1:pos:R:3 method="wB97M-V/def2-TZVPD" e_lumo_ev="-4.734 / -7.193" de_lowest_kcal_mol=7.08 total_charge=+1 spin_multiplicity=3 total_energy_ha=-398.90047 homo_lumo_gap_ev="8.56 / 7.64" homo_energy_ev="-13.29 / -14.83"
O 2.2838 2.1367 -0.4321
O 3.4025 -0.7846 0.6039
N 1.7057 1.1183 -0.3298
C 1.2574 -1.3401 -0.5009
C -0.4947 2.0094 0.3870
C 2.3756 -0.8149 0.1136
C 0.3744 1.0031 0.0038
C -0.0163 -0.4214 -0.0346
H -0.2363 -0.8191 1.0276
H 1.1312 -2.4571 -0.3799
H -1.3965 1.8353 0.8930
H -0.7652 -0.7164 -0.7761
H -0.1417 3.0236 0.6213
H 1.4653 -1.0533 -1.5377

# 3
43
Properties=species:S:1:pos:R:3 method="wB97M-V/def2-TZVPD" e_lumo_ev=0.558 de_lowest_kcal_mol=102.76 smiles="CC[C@H](C)[C@H](N)C(=O)N[C@@H](Cc1ccc(O)cc1)C(=O)O" total_energy_ha=-995.15778 homo_lumo_gap_ev=9.10 homo_energy_ev=-8.54
O -5.1123 -2.2268 0.1582
O 2.2690 1.0503 2.0761
O 0.7910 3.9477 -1.5507
O 0.7976 4.1386 0.7659
N 2.6425 0.8663 -1.0211
N 0.2011 1.6307 1.0458
C 1.8846 0.0998 0.0066
C -3.8014 1.1696 0.4663
C -4.4477 -1.1195 -0.0487
C 2.3412 -1.3763 0.4910
C 1.4595 0.9753 1.1455
C -2.6456 1.1881 -0.4093
C -2.3875 -0.0834 -0.8752
C -0.1034 2.1902 -0.2010
C 2.9866 -2.1188 -0.6105
C -1.6799 2.4428 -0.4165
C 1.1309 -1.9880 1.2078
C -3.3043 -1.1731 -0.8739
C 0.5635 3.4780 -0.4378
C -4.6809 0.1448 0.6327
C 3.3138 -3.5795 -0.6341
H -3.9476 2.1500 0.9306
H 3.6463 -3.8156 -1.7136
H -1.9990 2.9178 -1.3721
H 1.1391 -0.2253 -0.7361
H -1.9891 3.1602 0.3270
H 0.7848 -1.3271 2.0253
H 3.4401 1.3057 -0.4555
H 0.4381 -2.0912 0.4113
H 1.0936 4.9996 0.5702
H 2.6072 -4.3540 -0.2980
H -5.2859 0.0639 1.5347
H 2.2842 -1.9840 -1.5435
H 1.4300 -2.8933 1.6744
H 2.8984 0.2361 -1.8837
H -2.8524 -2.0881 -1.1527
H -0.1176 2.2083 1.7629
H 3.0119 -1.1619 1.3600
H -1.4816 -0.3490 -1.4063
H 3.8191 -1.6084 -1.0881
H -5.4682 -2.2422 1.1167
H 0.1309 1.3446 -0.9799
H 4.1995 -3.9030 -0.0005

# 4
16
Properties=species:S:1:pos:R:3 method="wB97M-V/def2-TZVPD" e_lumo_ev=0.718 de_lowest_kcal_mol=0.00 smiles="C=CC[Si](Cl)(Cl)OC" total_energy_ha=-1442.42693 homo_lumo_gap_ev=10.47 homo_energy_ev=-9.76
Cl -2.0375 -1.5738 1.7753
Cl -1.0149 1.5221 1.7395
Si -0.9717 -0.1454 0.7078
O -1.9208 0.2862 -0.5039
C -2.1931 -0.2177 -1.7802
C 0.8299 -0.7641 0.3615
C 1.7878 0.4996 0.1385
C 2.4641 1.0585 1.1468
H 3.1338 1.8260 1.1077
H 0.8369 -1.2288 -0.6543
H 2.4650 0.6158 2.1657
H -1.4101 0.1558 -2.5367
H -3.1884 0.0933 -2.0717
H -2.1500 -1.3126 -1.8179
H 1.3365 -1.4785 1.1075
H 2.0326 0.6637 -0.8855

What did the fourth record say?
16
Properties=species:S:1:pos:R:3 method="wB97M-V/def2-TZVPD" e_lumo_ev=0.718 de_lowest_kcal_mol=0.00 smiles="C=CC[Si](Cl)(Cl)OC" total_energy_ha=-1442.42693 homo_lumo_gap_ev=10.47 homo_energy_ev=-9.76
Cl -2.0375 -1.5738 1.7753
Cl -1.0149 1.5221 1.7395
Si -0.9717 -0.1454 0.7078
O -1.9208 0.2862 -0.5039
C -2.1931 -0.2177 -1.7802
C 0.8299 -0.7641 0.3615
C 1.7878 0.4996 0.1385
C 2.4641 1.0585 1.1468
H 3.1338 1.8260 1.1077
H 0.8369 -1.2288 -0.6543
H 2.4650 0.6158 2.1657
H -1.4101 0.1558 -2.5367
H -3.1884 0.0933 -2.0717
H -2.1500 -1.3126 -1.8179
H 1.3365 -1.4785 1.1075
H 2.0326 0.6637 -0.8855

What did the third record say?
43
Properties=species:S:1:pos:R:3 method="wB97M-V/def2-TZVPD" e_lumo_ev=0.558 de_lowest_kcal_mol=102.76 smiles="CC[C@H](C)[C@H](N)C(=O)N[C@@H](Cc1ccc(O)cc1)C(=O)O" total_energy_ha=-995.15778 homo_lumo_gap_ev=9.10 homo_energy_ev=-8.54
O -5.1123 -2.2268 0.1582
O 2.2690 1.0503 2.0761
O 0.7910 3.9477 -1.5507
O 0.7976 4.1386 0.7659
N 2.6425 0.8663 -1.0211
N 0.2011 1.6307 1.0458
C 1.8846 0.0998 0.0066
C -3.8014 1.1696 0.4663
C -4.4477 -1.1195 -0.0487
C 2.3412 -1.3763 0.4910
C 1.4595 0.9753 1.1455
C -2.6456 1.1881 -0.4093
C -2.3875 -0.0834 -0.8752
C -0.1034 2.1902 -0.2010
C 2.9866 -2.1188 -0.6105
C -1.6799 2.4428 -0.4165
C 1.1309 -1.9880 1.2078
C -3.3043 -1.1731 -0.8739
C 0.5635 3.4780 -0.4378
C -4.6809 0.1448 0.6327
C 3.3138 -3.5795 -0.6341
H -3.9476 2.1500 0.9306
H 3.6463 -3.8156 -1.7136
H -1.9990 2.9178 -1.3721
H 1.1391 -0.2253 -0.7361
H -1.9891 3.1602 0.3270
H 0.7848 -1.3271 2.0253
H 3.4401 1.3057 -0.4555
H 0.4381 -2.0912 0.4113
H 1.0936 4.9996 0.5702
H 2.6072 -4.3540 -0.2980
H -5.2859 0.0639 1.5347
H 2.2842 -1.9840 -1.5435
H 1.4300 -2.8933 1.6744
H 2.8984 0.2361 -1.8837
H -2.8524 -2.0881 -1.1527
H -0.1176 2.2083 1.7629
H 3.0119 -1.1619 1.3600
H -1.4816 -0.3490 -1.4063
H 3.8191 -1.6084 -1.0881
H -5.4682 -2.2422 1.1167
H 0.1309 1.3446 -0.9799
H 4.1995 -3.9030 -0.0005